1.
{
  "formula": "C16H12Cl36IN2",
  "method": "ωB97M-V with the def2-TZVPD basis set",
  "orbital_gap_ha": 0.338,
  "e_lumo_ev": -2.69,
  "charge": 1,
  "multiplicity": 1,
  "symbols": ["C", "N", "C", "N", "C", "C", "C", "C", "C", "I", "H", "H", "H", "H", "H", "H", "H", "H", "H", "H", "H", "H", "C", "Cl", "Cl", "Cl", "Cl", "C", "Cl", "Cl", "Cl", "Cl", "C", "Cl", "Cl", "Cl", "Cl", "C", "Cl", "Cl", "Cl", "Cl", "C", "Cl", "Cl", "Cl", "Cl", "C", "Cl", "Cl", "Cl", "Cl", "C", "Cl", "Cl", "Cl", "Cl", "C", "Cl", "Cl", "Cl", "Cl", "C", "Cl", "Cl", "Cl", "Cl"],
  "coordinates": [[0.520, 0.710, 5.283], [0.426, -0.690, 5.707], [-0.157, -1.023, 6.862], [-0.117, -2.348, 6.956], [0.493, -2.886, 5.858], [0.855, -1.830, 5.058], [1.587, -1.885, 3.756], [2.944, -1.148, 3.808], [3.366, -0.469, 2.509], [1.911, 0.850, 1.675], [0.699, 1.353, 6.137], [-0.408, 0.983, 4.788], [1.311, 0.865, 4.562], [-0.570, -0.342, 7.580], [-0.472, -2.874, 7.738], [0.685, -3.925, 5.676], [1.764, -2.945, 3.590], [0.939, -1.536, 2.953], [3.009, -0.456, 4.644], [3.701, -1.908, 4.010], [3.717, -1.200, 1.789], [4.229, 0.154, 2.728], [-1.738, 0.755, -0.648], [-0.996, 2.262, -0.091], [-2.345, -0.161, 0.744], [-3.074, 1.137, -1.732], [-0.524, -0.210, -1.492], [5.859, -4.220, 1.672], [5.820, -3.877, -0.055], [6.719, -2.931, 2.520], [4.190, -4.302, 2.281], [6.658, -5.760, 1.963], [6.723, -0.072, -1.174], [7.068, -1.161, -2.519], [6.747, 1.598, -1.740], [5.118, -0.443, -0.521], [7.937, -0.288, 0.089], [-6.668, 1.044, -3.919], [-5.373, 2.175, -3.494], [-8.200, 1.635, -3.276], [-6.783, 0.908, -5.676], [-6.306, -0.539, -3.226], [-10.369, -1.959, -3.868], [-11.327, -0.482, -3.997], [-9.490, -1.958, -2.334], [-11.438, -3.362, -3.933], [-9.216, -2.032, -5.204], [1.885, 4.954, -1.248], [0.366, 5.054, -0.342], [1.710, 5.804, -2.779], [3.177, 5.696, -0.297], [2.276, 3.257, -1.549], [2.446, 4.675, 4.859], [2.343, 4.937, 3.120], [3.313, 6.002, 5.619], [0.814, 4.560, 5.539], [3.307, 3.153, 5.170], [-1.610, 0.852, -6.045], [-0.544, -0.554, -6.246], [-1.290, 2.021, -7.326], [-3.297, 0.346, -6.106], [-1.287, 1.589, -4.471], [-2.627, -1.486, -10.349], [-2.666, 0.110, -11.104], [-1.802, -1.371, -8.788], [-4.280, -2.060, -10.099], [-1.763, -2.615, -11.396]]
}


2.
{
  "formula": "C10H10ClNO3",
  "method": "ωB97M-V with the def2-TZVPD basis set",
  "orbital_gap_ha": [0.314, 0.314],
  "e_lumo_ev": [-0.45, -0.45],
  "multiplicity": 1,
  "symbols": ["C", "C", "Cl", "C", "C", "C", "C", "O", "O", "H", "H", "H", "H", "H", "O", "C", "N", "C", "C", "C", "H", "H", "H", "H", "H"],
  "coordinates": [[2.856, -0.982, 0.647], [2.436, 0.330, 0.034], [3.075, 1.777, 0.756], [1.639, 0.629, -0.998], [0.999, 1.835, -1.472], [0.080, 1.495, -2.399], [0.128, 0.053, -2.557], [-0.525, -0.699, -3.186], [1.094, -0.461, -1.735], [3.807, -1.236, 0.375], [2.026, -1.723, 0.213], [2.818, -0.869, 1.723], [1.147, 2.823, -1.151], [-0.501, 2.197, -2.845], [0.332, 1.559, 2.840], [-0.429, 1.115, 2.045], [-1.118, 0.779, 1.147], [-1.937, -0.213, 0.481], [-1.999, -1.693, 0.840], [-3.091, -0.764, 1.269], [-2.031, -0.008, -0.597], [-1.318, -2.163, 1.505], [-2.332, -2.260, 0.072], [-4.036, -0.956, 0.717], [-3.119, -0.564, 2.275]]
}


3.
{
  "formula": "C19H32N2O2",
  "method": "ωB97M-V with the def2-TZVPD basis set",
  "orbital_gap_ha": 0.334,
  "e_lumo_ev": 0.59,
  "multiplicity": 1,
  "symbols": ["C", "C", "C", "C", "C", "C", "C", "C", "C", "C", "C", "O", "N", "N", "C", "C", "C", "O", "C", "C", "C", "C", "C", "H", "H", "H", "H", "H", "H", "H", "H", "H", "H", "H", "H", "H", "H", "H", "H", "H", "H", "H", "H", "H", "H", "H", "H", "H", "H", "H", "H", "H", "H", "H", "H"],
  "coordinates": [[-1.390, -1.300, -1.299], [-2.596, -1.824, -1.175], [-3.004, -2.738, -0.061], [-3.552, -1.996, 1.168], [-4.833, -1.199, 0.904], [-4.588, 0.207, 0.351], [-3.930, 1.149, 1.373], [-2.569, 1.680, 0.917], [-2.692, 2.674, -0.235], [-1.346, 3.303, -0.621], [-0.417, 2.261, -1.195], [-0.443, 1.865, -2.344], [0.481, 1.762, -0.309], [1.297, 0.698, -0.700], [2.612, 0.618, -0.347], [3.168, 1.338, 0.654], [4.535, 1.159, 1.086], [5.023, 1.800, 1.999], [5.353, 0.141, 0.310], [4.521, -1.016, -0.248], [3.942, -1.849, 0.897], [5.398, -1.909, -1.127], [3.388, -0.422, -1.097], [-1.144, -0.629, -2.105], [-0.605, -1.519, -0.591], [-3.359, -1.596, -1.907], [-2.136, -3.320, 0.262], [-3.765, -3.434, -0.420], [-3.756, -2.745, 1.937], [-2.779, -1.331, 1.554], [-5.395, -1.110, 1.837], [-5.459, -1.756, 0.202], [-3.957, 0.132, -0.532], [-5.547, 0.621, 0.034], [-3.795, 0.619, 2.318], [-4.585, 1.998, 1.576], [-2.086, 2.176, 1.764], [-1.944, 0.838, 0.611], [-3.377, 3.474, 0.054], [-3.108, 2.178, -1.113], [-0.891, 3.783, 0.247], [-1.515, 4.055, -1.394], [0.450, 1.959, 0.679], [1.023, 0.396, -1.632], [2.608, 2.095, 1.183], [5.826, 0.683, -0.516], [6.150, -0.227, 0.957], [4.744, -2.267, 1.500], [3.343, -2.669, 0.507], [3.315, -1.238, 1.542], [5.829, -1.342, -1.950], [6.212, -2.332, -0.543], [4.815, -2.728, -1.543], [3.816, 0.046, -1.989], [2.714, -1.215, -1.431]]
}


4.
{
  "formula": "C6H11NO",
  "method": "ωB97M-V with the def2-TZVPD basis set",
  "orbital_gap_ha": 0.310,
  "e_lumo_ev": 0.88,
  "multiplicity": 1,
  "symbols": ["C", "C", "C", "C", "C", "N", "C", "O", "H", "H", "H", "H", "H", "H", "H", "H", "H", "H", "H"],
  "coordinates": [[-1.080, 0.535, -0.612], [-1.697, 1.578, 0.304], [0.154, -1.802, -1.076], [1.054, 1.093, -0.161], [1.170, -0.079, 0.520], [2.112, -0.387, 1.502], [0.070, -0.949, 0.165], [1.255, 2.254, -0.283], [2.756, -1.142, 1.308], [2.273, 0.323, 2.202], [-0.866, 0.880, -1.623], [-1.804, -0.269, -0.751], [-0.364, -1.481, 1.020], [-1.698, 1.241, 1.344], [-1.170, 2.529, 0.272], [-2.736, 1.769, 0.020], [0.854, -2.624, -0.888], [0.527, -1.229, -1.924], [-0.810, -2.241, -1.338]]
}


5.
{
  "formula": "C3H10N2O2S",
  "method": "ωB97M-V with the def2-TZVPD basis set",
  "orbital_gap_ha": 0.334,
  "e_lumo_ev": 0.28,
  "multiplicity": 1,
  "symbols": ["N", "C", "O", "N", "C", "C", "S", "H", "H", "H", "H", "H", "H", "H", "H", "O", "H", "H"],
  "coordinates": [[-0.960, 1.419, -0.575], [-1.361, 0.125, -0.849], [-2.514, -0.169, -1.109], [-0.415, -0.860, -0.708], [0.936, -0.723, -0.195], [1.029, -1.193, 1.258], [0.282, -0.152, 2.497], [-1.632, 2.098, -0.859], [-0.073, 1.690, -0.911], [-0.829, -1.753, -0.911], [1.199, 0.310, -0.345], [1.627, -1.362, -0.746], [2.083, -1.320, 1.515], [0.622, -2.201, 1.288], [-0.775, 0.348, 1.864], [1.968, 1.309, -2.257], [2.088, 0.920, -3.128], [2.594, 2.017, -2.114]]
}


6.
{
  "formula": "C33H52N2O14",
  "method": "ωB97M-V with the def2-TZVPD basis set",
  "orbital_gap_ha": 0.219,
  "e_lumo_ev": -2.63,
  "multiplicity": 1,
  "symbols": ["C", "C", "O", "N", "H", "H", "C", "H", "H", "H", "H", "H", "H", "N", "O", "O", "O", "C", "C", "C", "O", "H", "H", "H", "H", "H", "H", "H", "H", "C", "C", "C", "O", "H", "H", "H", "H", "H", "H", "H", "H", "C", "C", "C", "O", "H", "H", "H", "H", "H", "H", "H", "H", "C", "C", "C", "O", "H", "H", "H", "H", "H", "H", "H", "H", "C", "C", "C", "O", "C", "C", "C", "O", "H", "H", "H", "H", "C", "C", "C", "O", "C", "C", "C", "O", "H", "H", "H", "H", "C", "C", "C", "O", "C", "C", "C", "O", "H", "H", "H", "H"],
  "coordinates": [[0.029, 0.369, -1.455], [-0.394, -0.004, 0.024], [-0.717, -1.185, 0.319], [-0.405, 1.167, 0.964], [0.436, 1.657, 0.958], [-1.238, 1.686, 0.678], [-0.726, 0.901, 2.471], [-1.049, 0.301, -2.080], [0.723, -0.443, -1.754], [0.171, 1.389, -1.395], [-1.588, 0.273, 2.450], [-0.839, 1.817, 3.119], [0.127, 0.320, 2.847], [-2.442, 3.669, 0.709], [-1.491, 3.902, 1.430], [-3.334, 4.494, 0.291], [-2.574, 2.515, 0.299], [2.250, -0.693, 6.142], [0.825, -0.225, 6.168], [0.628, 1.232, 6.007], [0.251, -0.845, 5.143], [2.628, -0.817, 5.082], [2.449, -1.665, 6.643], [2.940, -0.037, 6.695], [0.429, -0.606, 7.122], [-0.326, 1.597, 5.509], [1.320, 1.560, 5.360], [0.922, 1.787, 7.084], [-0.071, -1.695, 5.338], [3.061, 2.138, 2.403], [2.893, 2.900, 1.106], [3.395, 1.947, -0.014], [1.497, 3.092, 0.902], [2.683, 2.611, 3.417], [4.097, 2.072, 2.695], [2.938, 0.977, 2.319], [3.459, 3.881, 1.266], [4.255, 1.442, 0.162], [3.416, 2.339, -0.955], [2.596, 1.199, -0.250], [1.386, 3.840, 1.476], [-5.847, -1.030, 3.206], [-4.431, -0.543, 3.125], [-3.773, -0.580, 4.577], [-3.657, -1.527, 2.398], [-6.203, -0.634, 4.172], [-5.830, -1.998, 3.397], [-6.451, -0.699, 2.336], [-4.256, 0.306, 2.590], [-2.653, -0.496, 4.273], [-3.828, -1.464, 5.038], [-4.245, 0.270, 5.185], [-3.643, -1.208, 1.550], [1.374, -2.266, -5.895], [0.112, -1.893, -5.124], [-0.267, -3.027, -4.089], [0.429, -0.729, -4.560], [1.386, -3.056, -6.737], [1.958, -2.709, -5.150], [1.855, -1.483, -6.412], [-0.715, -1.864, -5.817], [0.565, -3.224, -3.217], [-0.647, -3.957, -4.553], [-1.103, -2.426, -3.251], [0.441, -0.062, -5.221], [1.468, -3.725, 1.990], [2.283, -2.599, 2.658], [3.706, -2.712, 2.611], [4.419, -1.893, 3.238], [4.310, -3.968, 1.962], [3.531, -4.987, 1.362], [2.013, -4.858, 1.239], [1.261, -5.764, 0.771], [0.386, -3.488, 2.160], [1.761, -1.917, 3.194], [5.338, -4.147, 1.982], [3.935, -5.805, 0.866], [-5.158, 1.089, -1.384], [-5.663, 1.529, -2.763], [-5.022, 0.916, -3.981], [-5.288, 1.284, -5.088], [-4.158, -0.237, -3.815], [-3.767, -0.733, -2.528], [-4.080, 0.086, -1.334], [-3.599, -0.342, -0.240], [-5.495, 1.490, -0.550], [-6.380, 2.383, -2.796], [-4.057, -0.796, -4.896], [-3.076, -1.489, -2.388], [2.833, 3.468, -6.535], [2.491, 3.318, -5.116], [2.748, 1.942, -4.457], [2.463, 1.707, -3.235], [3.288, 0.920, -5.200], [3.526, 1.096, -6.625], [3.429, 2.387, -7.342], [3.683, 2.490, -8.525], [2.748, 4.456, -7.001], [2.086, 4.131, -4.598], [3.053, -0.011, -4.806], [3.802, 0.220, -7.344]]
}


Let's list E in order: -478666.5107; -30684.7156; -27297.1140; -9934.1754; -21184.3327; -66690.2374 eV.